Here is 2 unconnected molecules or ions with the total composition C5H10O2 from the Open Molecules 2025 dataset. Energies are from ωB97M-V with the def2-TZVPD basis set.

Structure (XYZ):
```
17
Properties=species:S:1:pos:R:3:forces:R:3
C 2.044 -0.273 -0.791 -0.1 0.0 0.1
C 1.540 -1.668 -1.009 -0.2 -0.2 0.2
O 0.802 -2.271 -0.256 0.4 0.3 -0.3
C -1.147 0.365 0.668 -0.1 0.2 -0.1
C -1.461 1.687 1.301 0.0 0.0 0.0
C -1.575 -0.016 -0.540 0.0 0.0 0.1
O -0.366 -0.389 1.485 -0.1 -0.1 -0.1
H 1.679 0.370 -1.601 0.0 -0.1 0.1
H 3.139 -0.271 -0.844 -0.1 0.0 0.0
H 1.704 0.117 0.171 0.1 0.0 -0.1
H -0.534 2.200 1.581 -0.1 -0.1 0.0
H -2.038 1.535 2.220 0.1 0.0 -0.1
H -2.035 2.324 0.624 0.1 -0.1 0.1
H -1.356 -1.000 -0.943 0.0 0.1 0.1
H 1.879 -2.164 -1.939 0.0 0.0 0.1
H -2.191 0.648 -1.136 0.1 -0.1 0.1
H -0.084 -1.195 1.009 0.0 0.1 0.1
```
Positions in Å, forces in eV/Å.

Maximum force   0.56 eV/A
SMILES string   C=C(C)O.CC=O
Multiplicity   1
Kohn-Sham gap   9.5 eV
Relative energy (zero: lowest compared OMol25 entry of this formula, charge and spin)   162.49 kJ/mol

natural (NBO) charges in e: -0.7355, 0.4687, -0.5583, 0.3457, -0.6592, -0.5771, -0.7100, 0.2477, 0.2370, 0.2472, 0.2195, 0.2255, 0.2175, 0.2043, 0.1150, 0.2061, 0.5058

***

Here is 2 unconnected molecules or ions with the total composition C5H10O2 in a non-equilibrium geometry from the Open Molecules 2025 dataset. Energies are from ωB97M-V with the def2-TZVPD basis set.

Structure (XYZ):
```
17
Properties=species:S:1:pos:R:3:forces:R:3
C 0.413 1.575 2.636 -0.1 0.1 0.9
C 0.571 0.474 1.923 -0.3 -0.7 -0.8
C 1.234 0.416 0.611 0.1 1.5 -0.4
C 0.639 -0.029 -0.496 0.9 -2.2 0.8
O -0.361 -1.015 -0.349 0.0 0.7 -0.1
C 1.086 0.127 -1.914 -0.5 0.5 0.2
H -0.366 1.586 3.384 0.2 -0.1 0.4
H 0.987 2.485 2.592 0.1 0.1 -0.6
H -0.026 -0.396 2.170 -0.2 0.1 0.0
H 2.075 1.078 0.432 0.0 0.2 0.1
H 0.061 -1.879 -0.255 -0.1 0.2 0.0
H 0.190 -0.037 -2.515 0.2 0.2 -0.3
H 1.821 -0.606 -2.203 0.2 -0.5 0.0
H 1.515 1.110 -2.101 -0.1 0.0 0.0
H -2.131 -0.551 -1.162 -0.1 -0.7 0.4
H -2.975 -0.655 -2.369 -0.4 -0.4 0.0
O -2.823 -1.124 -1.536 0.2 1.0 -0.5
```
Positions in Å, forces in eV/Å.

Maximum force   2.47 eV/A
SMILES string   C=C/C=C(/C)O.O
Multiplicity   1
Kohn-Sham gap   9.4 eV
Relative energy (zero: lowest compared OMol25 entry of this formula, charge and spin)   266.99 kJ/mol

natural (NBO) charges in e: -0.3746, -0.2059, -0.2808, 0.3152, -0.7528, -0.6701, 0.1974, 0.1936, 0.2099, 0.2046, 0.4920, 0.2272, 0.2241, 0.2241, 0.4807, 0.4543, -0.9388

***

| no. | LUMO (eV) |
| --- | --- |
| 1 | 0.9 |
| 2 | 0.6 |